C5H9N3 | ωB97M-V/def2-TZVPD

Last column: Löwdin charge in e.
Atoms and positions in Å:
C -1.04 1.95 1.11  0.381
C 0.59 0.73 -0.42  -0.022
C -0.46 -0.33 1.41  -0.214
C -0.59 -1.38 2.40  0.064
C 0.69 -0.05 -2.74  0.007
N -1.10 0.85 1.54  0.207
N 0.27 -0.37 0.28  0.190
N 0.87 0.87 -1.65  0.058
H -1.33 2.97 0.95  0.155
H 0.16 -2.16 2.29  0.121
H -1.58 -1.86 2.34  0.144
H -0.56 -0.96 3.41  0.139
H 0.09 -0.91 -2.46  0.108
H 0.22 0.47 -3.58  0.125
H 1.67 -0.38 -3.10  0.127
H 0.84 -1.22 0.15  0.216
H 1.27 1.77 -1.94  0.194

Values from the calculation:
* E_LUMO (alpha / beta): -10.986 / -10.988 eV
* spin multiplicity: 1
* frontier orbital gap (alpha / beta): 7.443 / 7.436 eV
* net charge: +2
* ΔE to the lowest compared entry with this formula, charge and spin: 78.61 kcal per mole